C17H40NOP3Sn as an isolated structure in a non-equilibrium geometry. Source: the OMol25 dataset; level of theory: ωB97M-V/def2-TZVPD.

* F_max: 7.55 eV/A
* total charge: +4
* E_HOMO: -19.18 eV
* LUMO level: -14.58 eV
* HOMO-LUMO gap: 4.6 eV
* energy relative to the best compared isomer or geometry (same formula, charge and spin): 12.63 kcal per mole

```
63
C17H40NOP3Sn (ωB97M-V/def2-TZVPD)
Sn 0.3349 0.0646 -0.0931
P 1.5211 -0.1718 2.3478
P 1.3858 -2.4275 -0.5266
P 0.3778 2.6958 0.2802
H 0.3408 0.2126 -2.0585
C -0.7606 -0.1292 -1.8398
C -1.7450 -0.1593 -0.4907
H -1.7848 -1.1002 0.0822
C 0.7381 0.8231 3.6621
C 1.6079 -1.8198 3.1354
C 3.2781 0.3605 2.4702
C 1.2317 -3.0297 -2.2514
C 3.1744 -2.7166 -0.2134
C 0.5695 -3.7831 0.3995
C 0.0583 3.7226 -1.2040
C 1.8537 3.4929 1.0129
C -0.9430 3.2044 1.4414
H -1.2466 0.6381 -2.4485
H -1.8009 0.7320 0.1838
H 1.1112 0.4591 4.6311
H -0.3518 0.6875 3.6285
H 0.9739 1.8919 3.5625
H 1.9142 -1.6745 4.1836
H 2.3412 -2.4673 2.6319
H 0.6212 -2.3033 3.1144
H 3.5707 0.3302 3.5329
H 3.4050 1.3857 2.0926
H 3.9299 -0.3212 1.9029
H 2.2187 -3.3578 -2.6049
H 0.8572 -2.2474 -2.9223
H 0.5404 -3.8815 -2.2776
H 3.3056 -3.7390 0.1742
H 3.5913 -2.0000 0.5105
H 3.7198 -2.6249 -1.1657
H 1.3257 -4.5176 0.7181
H -0.1544 -4.2725 -0.2694
H 0.0399 -3.4013 1.2844
H -0.0784 4.7735 -0.8973
H -0.8536 3.3812 -1.7201
H 0.9099 3.6637 -1.9017
H 1.6810 4.5811 1.0285
H 2.7475 3.2873 0.4047
H 2.0269 3.1487 2.0431
H -0.9366 4.3032 1.5146
H -0.7721 2.7735 2.4397
H -1.9249 2.8753 1.0718
C -3.1889 -0.0704 -1.1485
C -4.1495 -1.0863 -1.0151
C -5.0207 -1.3016 -2.1072
C -5.2829 -0.2495 -2.9766
C -4.6114 0.9780 -2.8285
C -3.5995 1.0658 -1.8521
O -4.5250 -1.4899 0.2585
H -4.1129 -2.2601 0.5516
H -0.8569 -1.1172 -2.3008
H -5.5165 -2.2635 -2.2382
H -6.0430 -0.3575 -3.7686
H -4.9058 1.8680 -3.4127
H -3.1421 2.0328 -1.6002
N 2.5033 0.6641 -1.4409
H 3.2059 0.7198 -0.6968
H 2.4796 1.5712 -1.9161
H 2.8161 -0.0465 -2.1081
```